1.
{
  "formula": "C44H64N2O2P3RbS4SeSi",
  "method": "ωB97M-V with the def2-TZVPD basis set",
  "de_lowest_kcal_mol": 30.5,
  "total_charge": -2,
  "symbols": ["Rb", "Se", "S", "S", "S", "S", "P", "P", "P", "Si", "O", "O", "N", "N", "C", "C", "C", "C", "C", "C", "C", "C", "C", "C", "C", "C", "C", "C", "C", "C", "C", "C", "C", "C", "C", "C", "C", "C", "C", "C", "C", "C", "C", "C", "C", "C", "C", "C", "C", "C", "C", "C", "C", "C", "C", "C", "C", "C", "H", "H", "H", "H", "H", "H", "H", "H", "H", "H", "H", "H", "H", "H", "H", "H", "H", "H", "H", "H", "H", "H", "H", "H", "H", "H", "H", "H", "H", "H", "H", "H", "H", "H", "H", "H", "H", "H", "H", "H", "H", "H", "H", "H", "H", "H", "H", "H", "H", "H", "H", "H", "H", "H", "H", "H", "H", "H", "H", "H", "H", "H", "H", "H"],
  "positions_angstrom": [[0.31699, 0.27150, -0.83912], [1.23834, 3.37583, -1.94000], [1.04364, -0.01018, -4.14514], [2.87568, 1.85911, -1.79390], [3.45541, 0.33659, -5.81515], [4.93602, 1.96663, -3.92829], [-0.17778, 1.71024, 2.38701], [1.50299, -2.90477, -0.49062], [-2.37423, -2.04596, -0.19504], [-0.13834, -1.41388, 1.89010], [5.89924, 1.23739, -6.27757], [-2.00149, 3.70468, -1.15813], [3.01639, 6.42690, -0.48280], [4.67252, 5.15901, -0.14447], [3.35578, -2.91676, -0.57554], [1.86259, 7.02456, -1.12054], [3.90937, -2.22946, 0.67416], [-3.20859, 0.54304, -0.73389], [0.46364, -3.44440, -3.02670], [-2.40145, -1.32179, 3.83509], [0.70311, 4.41689, 3.33003], [0.70983, 0.69366, 3.66105], [0.75367, -0.71326, 3.46291], [3.80423, 5.52485, -1.12694], [2.23641, -0.87318, 5.39982], [1.55696, -1.45602, 4.34156], [1.97556, -5.25185, -2.19986], [4.43697, 5.80941, 1.05475], [4.96521, 1.19021, -5.50091], [0.76887, 3.32286, 2.26020], [-2.51239, -4.77023, 0.35699], [-4.31700, -1.76157, 1.89455], [2.62478, 0.65798, -4.29085], [-3.51726, -0.90683, -1.12218], [0.31430, -3.30616, 2.02176], [0.97586, -4.17444, -1.78342], [1.38360, 1.26370, 4.74280], [0.37645, -5.41147, 3.25353], [-3.74537, -1.32325, 4.18170], [-1.97258, -1.53635, 2.51852], [-1.80027, 2.45902, 4.70001], [-2.96792, -1.77188, 1.54104], [3.37726, 6.61636, 0.83943], [3.80239, -2.16273, -1.83185], [5.70277, 4.15991, -0.34079], [3.33934, 1.42350, -3.42555], [1.17684, -3.87283, 1.06157], [-2.56028, 3.14303, 2.38161], [-0.09102, -4.11826, 3.08986], [2.13630, 0.49444, 5.61684], [-3.06152, -3.73634, -0.62814], [1.68582, -5.16130, 1.26038], [1.29833, -5.92611, 2.34786], [-1.79775, 2.11016, 3.21456], [2.22432, 2.98015, 1.88895], [-4.57352, -3.90492, -0.75797], [-4.71122, -1.53706, 3.20716], [-3.33692, -1.10379, -2.62725], [-1.23402, 3.63603, -0.57136], [3.72926, -3.94639, -0.61387], [-2.60471, -3.93809, -1.60438], [1.65571, -2.52495, 4.18591], [2.65159, 0.96188, 6.44848], [-4.79733, -4.88864, -1.18471], [0.11174, -4.65672, -1.31169], [2.07658, 8.04354, -1.45248], [2.32658, -5.86263, -1.36997], [6.68407, 4.62428, -0.46429], [0.06618, -4.16148, -3.75416], [2.32023, 2.84675, 0.80960], [-0.78931, -3.71282, 3.81714], [-4.04250, -1.14881, 5.21076], [2.58095, 2.07448, 2.38373], [1.23942, -2.85847, -3.52152], [-1.65651, -1.13286, 4.60337], [1.25076, 5.29089, 2.96140], [-1.42789, -4.70935, 0.45784], [3.47395, -1.12004, -1.79809], [0.31908, 3.74917, 1.35474], [-1.25501, 1.71797, 5.28543], [1.60893, 6.39852, -1.97293], [-0.31896, 4.73400, 3.53707], [-1.56963, 3.54721, -2.01083], [2.84045, -1.48650, 6.06070], [0.04165, -6.01390, 4.09175], [2.84425, 7.27122, 1.50814], [-3.52930, -2.13320, -2.93874], [3.39323, -2.59006, -2.74893], [1.50407, -5.92744, -2.92129], [5.02321, 5.64018, 1.94224], [1.01839, 7.03823, -0.43016], [-3.26166, 0.68150, 0.34776], [-3.61158, 3.17382, 2.68300], [5.44869, 3.59458, -1.23301], [5.72858, 3.47889, 0.51050], [-2.77086, -5.78225, 0.03006], [-2.83198, 2.48258, 5.06890], [1.33726, 2.33119, 4.90355], [-2.31660, -0.85300, -2.93202], [-5.05450, -3.86014, 0.22052], [2.88795, 3.80083, 2.17189], [-2.52917, 2.91082, 1.31494], [-1.35775, 3.43727, 4.89477], [-4.55201, -1.12523, -0.84124], [1.70649, -6.92158, 2.48530], [-2.15033, 4.14749, 2.51330], [2.40611, -5.57351, 0.56563], [-5.03338, -3.15597, -1.40438], [3.58418, -1.18571, 0.70961], [-0.32971, -2.73860, -2.77109], [2.84521, -4.81014, -2.69121], [-2.33190, 1.16016, 3.11457], [-2.93448, -4.61245, 1.35294], [-4.01497, -0.45155, -3.18439], [3.57143, -2.71147, 1.59351], [5.00327, -2.23878, 0.66116], [4.89349, -2.16801, -1.91511], [-3.90927, 1.23374, -1.20683], [-5.76453, -1.52269, 3.46390], [1.16359, 4.12674, 4.27426], [-2.21285, 0.83204, -1.06749], [-5.08140, -1.90853, 1.14057]],
  "lowdin_charge": [0.2565, 0.0547, 0.3634, 0.1602, 0.9127, 0.9152, 1.0395, 1.0147, 1.0487, 0.5443, -0.1287, -0.1263, -0.1824, -0.1733, -0.5705, -0.0749, -0.1155, -0.1282, -0.1552, -0.1231, -0.1136, -0.3832, -0.3066, -0.0562, -0.1088, -0.1018, -0.1224, -0.1085, -1.0715, -0.5279, -0.1224, -0.1082, -1.2188, -0.5712, -0.3253, -0.5338, -0.1205, -0.1046, -0.1054, -0.3150, -0.1117, -0.3724, -0.0987, -0.1105, -0.0536, -1.1165, -0.3861, -0.1181, -0.1229, -0.1105, -0.5476, -0.1044, -0.1050, -0.5470, -0.1149, -0.1255, -0.1066, -0.1143, -0.0458, 0.0910, 0.0887, 0.0846, 0.0877, 0.0723, 0.0847, 0.0750, 0.0451, 0.0781, 0.0735, 0.0072, 0.0973, 0.0920, 0.0652, 0.0268, 0.0985, 0.0627, 0.0466, 0.0529, 0.0685, 0.0605, 0.0391, 0.0449, -0.0163, 0.0894, 0.0900, 0.1022, 0.0616, 0.0605, 0.0713, 0.1052, 0.0824, 0.0673, 0.0755, 0.0439, 0.0853, 0.0750, 0.0714, 0.0767, 0.0737, 0.0620, 0.0579, 0.0473, 0.0561, 0.0840, 0.0888, 0.0649, 0.0778, 0.0568, 0.0788, 0.0396, 0.0686, 0.0728, 0.0779, 0.0787, 0.0631, 0.0739, 0.0813, 0.0844, 0.0879, 0.0546, 0.0072, 0.0839]
}


2.
{
  "formula": "C36H54FN14O8PSc",
  "method": "ωB97M-V with the def2-TZVPD basis set",
  "de_lowest_kcal_mol": 28.0,
  "total_charge": 3,
  "symbols": ["Sc", "P", "F", "O", "O", "O", "O", "O", "O", "O", "O", "N", "N", "N", "N", "N", "N", "N", "N", "N", "N", "N", "N", "N", "N", "C", "C", "C", "C", "C", "C", "C", "C", "C", "C", "C", "C", "C", "C", "C", "C", "C", "C", "C", "C", "C", "C", "C", "C", "C", "C", "C", "C", "C", "C", "C", "C", "C", "C", "C", "C", "H", "H", "H", "H", "H", "H", "H", "H", "H", "H", "H", "H", "H", "H", "H", "H", "H", "H", "H", "H", "H", "H", "H", "H", "H", "H", "H", "H", "H", "H", "H", "H", "H", "H", "H", "H", "H", "H", "H", "H", "H", "H", "H", "H", "H", "H", "H", "H", "H", "H", "H", "H", "H", "H"],
  "positions_angstrom": [[-0.36195, 0.56998, 0.81331], [-0.06693, -1.90615, 3.38195], [-7.43102, 3.41684, 2.01704], [-3.60469, -0.03490, 3.48204], [-0.46982, -1.19295, 2.11923], [-2.32740, 1.69604, 1.32657], [-7.81508, 0.65270, 1.89499], [-0.21800, 1.80397, -0.61219], [1.37510, -2.10304, 3.72392], [3.66310, -5.83338, -0.57760], [-0.82717, 1.48537, 2.89331], [-0.14254, 0.20875, 5.05371], [0.34518, -4.51924, 3.94001], [2.85414, 4.14420, 2.27369], [-3.14753, 2.31894, -1.66712], [-4.81124, -1.17497, -4.00704], [2.88182, -3.71780, -0.54142], [1.78761, 0.93695, 0.99124], [-2.63932, -0.72722, 0.06050], [3.80215, 1.61937, 0.50990], [0.47585, -1.01816, -0.72100], [-4.29329, 2.10320, 3.17472], [2.12904, 3.61517, 3.39165], [4.44854, -4.41778, -2.17262], [-5.73212, 0.34373, 2.75682], [-3.69774, -1.02129, -0.93257], [2.68286, 0.35967, 1.87706], [5.69609, -1.62009, -4.23924], [-6.48418, 2.57112, 2.38742], [-2.94345, 2.53235, 3.47468], [-4.54224, 0.22935, -1.21025], [-0.87640, -1.06956, 4.79713], [2.02300, 2.54136, -0.93283], [-6.80225, 1.14394, 2.30463], [1.93939, -2.55935, -2.51624], [0.40535, -0.77976, -2.03594], [5.74624, -0.93972, -1.95539], [0.22485, 3.35400, -2.33795], [-3.19901, 0.61128, -3.36539], [-0.73529, -3.64096, 3.35979], [-1.98404, 1.86153, 2.51015], [3.93397, 0.78516, 1.58878], [-3.39242, -0.88520, -3.50768], [-3.09614, -1.63485, -2.21604], [-3.98562, 1.26966, -2.21141], [5.97715, -0.63615, -3.29216], [2.90819, 3.34999, -1.65676], [6.55076, 0.68893, -3.71028], [4.95949, -3.13370, -2.52187], [3.67620, -4.74261, -1.10198], [2.47034, 4.14190, -2.69679], [1.29616, -1.97706, -0.30033], [2.06558, -2.77588, -1.14434], [-4.49819, 0.75145, 3.16973], [1.11200, -1.53840, -2.95081], [5.18599, -2.85069, -3.86462], [5.25615, -2.17749, -1.56255], [-5.29013, 2.99777, 2.79946], [2.50347, 1.71422, 0.17176], [1.11978, 4.14117, -3.03587], [0.66514, 2.55049, -1.28647], [-2.29155, -1.60050, 0.44878], [2.37367, -0.34190, 2.63205], [-2.00940, -1.61808, -2.12519], [2.48092, -3.16130, -3.22771], [-1.91569, -0.82602, 4.57283], [6.59433, 1.38479, -2.87329], [-4.97893, -0.70608, -4.90063], [-0.89441, -3.93124, 2.32302], [4.97154, -3.60294, -4.61504], [-5.05020, 4.05003, 2.85201], [0.52135, -5.35638, 3.38251], [-0.81329, -1.69555, 5.68695], [2.80958, 3.18827, 4.00769], [-2.35134, 1.96039, -1.15031], [-0.33529, 0.88087, 4.24202], [-0.20863, 0.05738, -2.33948], [-5.53168, -0.10928, -1.54771], [-2.67260, 2.31364, 4.50673], [-3.66796, 2.93139, -1.05210], [-0.45418, 0.64291, 5.92255], [-0.83285, 3.35513, -2.57339], [1.20191, -3.91667, 3.97011], [-5.91488, -0.65040, 2.79146], [4.54590, 2.16017, 0.10367], [4.88612, 0.57551, 2.04180], [3.30089, 5.02652, 2.50498], [-2.13341, 0.76288, -3.17866], [3.96146, 3.37501, -1.40659], [-4.75610, 0.73896, -0.26702], [0.76578, 4.76729, -3.84402], [1.38317, -2.10312, 0.77289], [7.56491, 0.56734, -4.09302], [0.13456, -4.82739, 4.89005], [5.95680, 1.14394, -4.50355], [1.67575, 4.35470, 3.92148], [5.88378, -1.42187, -5.28753], [-2.75700, -1.27430, -4.30355], [-3.36881, -2.68898, -2.31539], [-4.96378, -2.17608, -4.14559], [-4.85654, 1.77684, -2.63485], [-5.51288, -0.83737, -3.34410], [4.92327, -5.22099, -2.56068], [-3.07490, -0.23865, 0.83938], [0.86535, 0.04568, 5.12764], [-3.40098, 1.12445, -4.30822], [5.12706, -2.40130, -0.51216], [1.03125, -1.32136, -4.00728], [2.61064, -3.98570, 0.39077], [-4.38004, -1.76236, -0.50435], [5.99611, -0.20846, -1.19476], [3.17071, 4.76249, -3.23723], [-2.87440, 3.60906, 3.31796], [-1.66480, -3.78480, 3.90614], [2.18426, 4.33122, 1.53754]],
  "lowdin_charge": [1.0596, 0.4644, 0.1365, 0.0472, -0.3661, -0.0285, 0.1527, -0.2046, -0.3187, 0.0944, -0.0902, 0.1550, 0.1544, -0.0670, 0.0748, 0.2509, 0.1339, 0.0248, 0.0574, 0.1399, -0.0022, 0.0087, -0.0833, 0.1476, 0.2326, -0.3225, -0.1137, -0.0244, -0.1858, -0.0051, -0.0923, -0.1709, -0.0848, -0.3788, 0.0361, -0.1419, -0.0376, 0.0008, -0.0852, -0.1418, -0.5713, -0.0481, -0.2591, -0.0806, -0.3560, -0.2687, -0.0194, -0.0406, -0.2684, -0.5187, -0.0616, -0.0677, -0.1977, -0.4675, -0.0096, -0.0212, -0.0236, 0.0771, -0.2487, -0.0478, -0.3021, 0.0778, 0.0755, 0.1005, 0.1170, 0.0827, 0.0697, 0.1813, 0.1089, 0.1233, 0.1564, 0.1745, 0.1166, 0.0577, 0.0322, 0.0929, 0.0964, 0.1125, 0.1422, 0.0904, 0.1717, 0.1052, 0.1243, 0.1751, 0.1543, 0.1284, 0.0762, 0.1141, 0.1100, 0.1144, 0.1177, 0.0959, 0.0936, 0.1744, 0.0848, 0.0641, 0.1244, 0.1592, 0.1285, 0.1784, 0.1447, 0.1522, 0.1679, 0.0512, 0.1567, 0.1341, 0.1151, 0.1225, 0.1389, 0.1413, 0.1030, 0.1153, 0.1543, 0.1155, 0.0595]
}


3.
{
  "formula": "C30H30BClF2O2S",
  "method": "ωB97M-V with the def2-TZVPD basis set",
  "smiles": "CC1(C)OB(C(c2ccc(F)cc2)c2ccc(F)cc2)OC1(C)C.Cc1ccc(-c2ccc(Cl)cc2)s1",
  "de_lowest_kcal_mol": 35.1,
  "total_charge": 0,
  "symbols": ["Cl", "S", "F", "F", "O", "O", "C", "C", "C", "C", "C", "C", "C", "C", "C", "C", "C", "C", "C", "C", "C", "C", "C", "C", "C", "C", "C", "C", "C", "C", "C", "C", "C", "C", "C", "C", "B", "H", "H", "H", "H", "H", "H", "H", "H", "H", "H", "H", "H", "H", "H", "H", "H", "H", "H", "H", "H", "H", "H", "H", "H", "H", "H", "H", "H", "H", "H"],
  "positions_angstrom": [[2.69316, -6.04118, -0.83999], [3.95791, 0.36194, 0.58187], [-4.99259, -4.09033, 1.02169], [-2.08196, 2.71032, -5.59779], [0.07581, 1.35768, -0.64112], [-1.31208, 0.34275, 0.94723], [-0.85453, 1.78353, 2.74442], [-1.14045, 0.03131, -2.53366], [-3.27541, -1.84432, -1.28801], [1.08859, 2.82911, 0.85701], [-2.66188, -3.55113, 0.80810], [-1.30261, 1.73050, 1.30345], [-1.96435, -1.79713, -0.78826], [4.37665, 1.03178, 2.15828], [2.22772, -1.86480, 0.57806], [-4.31110, -2.51129, -0.61926], [-0.81583, 3.53467, -0.62410], [1.56646, -2.89886, 1.31655], [2.55028, -3.38549, -1.27722], [-1.75234, 1.84942, -4.58049], [-3.98736, -3.38829, 0.40321], [-2.34927, 0.75322, -2.54930], [-0.25111, 2.41137, 0.26234], [-2.78328, 2.10010, 1.20608], [2.54051, -2.09370, -0.77473], [1.68789, -4.21238, 0.85711], [-1.69032, -2.71613, 0.25177], [3.40070, 0.66735, 3.07582], [2.80211, -0.74813, 1.28763], [2.46655, -0.27773, 2.55298], [-0.18747, 0.37356, -3.51961], [-0.85531, -0.87338, -1.30520], [-0.49684, 1.25637, -4.56516], [-2.67970, 1.63723, -3.56782], [2.29763, -4.44798, -0.37820], [5.64463, 1.78367, 2.34690], [-0.77989, 0.31864, -0.31125], [0.22210, 1.50940, -5.35053], [5.71605, 2.11938, 3.38789], [-3.31132, 1.49493, 1.95890], [-0.68727, -2.79053, 0.64378], [-3.23602, 1.80740, 0.24091], [1.80141, 3.04960, 0.05508], [-2.95688, 3.16238, 1.39157], [5.70396, 2.65104, 1.68657], [-0.91681, 2.81126, 3.13424], [-3.04263, 0.59425, -1.72428], [-0.99305, 4.43547, -0.02129], [1.01313, -2.69426, 2.24252], [-5.34980, -2.35466, -0.90596], [-1.74199, 3.21689, -1.12193], [3.37856, 1.10676, 4.07524], [1.55494, 2.01867, 1.43394], [0.83455, -0.02443, -3.45640], [2.82135, -1.24846, -1.43810], [-0.09151, 3.77111, -1.41293], [-3.47750, -1.31557, -2.22153], [0.17500, 1.41512, 2.88207], [1.01206, 3.72812, 1.48576], [2.80259, -3.61866, -2.31765], [1.60367, -0.63108, 3.09520], [1.33100, -5.06543, 1.44895], [-1.50967, 1.15246, 3.35337], [0.06126, -1.43380, -1.49684], [6.50823, 1.14117, 2.13765], [-2.43687, -4.28573, 1.57875], [-3.63950, 2.15491, -3.56429]],
  "lowdin_charge": [0.6928, 1.0684, 0.0289, 0.0304, 0.1250, 0.1567, -0.0096, -0.1568, -0.0278, -0.0133, 0.0036, -0.4263, -0.1501, -0.5561, -0.2432, -0.0006, 0.0059, -0.0377, -0.0904, -0.2599, -0.2643, -0.0642, -0.4160, 0.0016, -0.0738, -0.1035, -0.0097, -0.1325, -0.4617, -0.1353, -0.0045, -0.0389, 0.0008, 0.0043, -0.6959, -0.1101, -0.6731, 0.1221, 0.0831, 0.0994, 0.0810, 0.0893, 0.0951, 0.0928, 0.0762, 0.1031, 0.1086, 0.0936, 0.1237, 0.1186, 0.0804, 0.1137, 0.0560, 0.1214, 0.1160, 0.0983, 0.1074, 0.0726, 0.0990, 0.1124, 0.1052, 0.1157, 0.0963, 0.1326, 0.0804, 0.1173, 0.1254]
}